{"formula": "C28H25BrIMgN2OS", "method": "the ωB97M-V functional and the def2-TZVPD basis", "relative_energy_kcal_mol": 14.3, "s_squared": 0.77, "multiplicity": 2, "lumo_ha": [-0.03344, -0.02608], "homo_energy_ev": [-3.919, -7.320], "species": ["Mg", "C", "C", "C", "C", "C", "C", "C", "C", "S", "C", "N", "C", "C", "C", "C", "C", "C", "C", "C", "H", "H", "H", "H", "H", "H", "H", "H", "H", "H", "H", "H", "H", "H", "H", "H", "O", "N", "C", "C", "C", "C", "C", "H", "H", "H", "H", "H", "Br", "C", "C", "C", "C", "C", "C", "I", "H", "H", "H", "H"], "coordinates": [[10.786, 12.067, 5.580], [17.712, 11.732, 6.278], [16.930, 12.369, 5.054], [16.313, 13.708, 5.513], [18.034, 12.568, 3.979], [15.826, 11.434, 4.595], [16.141, 10.106, 4.127], [15.198, 9.127, 3.972], [13.838, 9.462, 4.059], [12.461, 8.444, 3.736], [11.429, 9.796, 4.223], [12.112, 10.936, 4.508], [13.523, 10.775, 4.375], [14.465, 11.759, 4.656], [10.001, 9.653, 4.364], [9.322, 8.444, 4.103], [7.923, 8.416, 4.212], [7.234, 9.601, 4.296], [7.921, 10.812, 4.484], [9.290, 10.807, 4.597], [18.600, 12.342, 6.509], [17.956, 10.694, 6.140], [17.011, 11.794, 7.218], [17.153, 14.422, 5.789], [15.658, 13.549, 6.410], [15.712, 14.149, 4.736], [18.740, 13.339, 4.319], [17.567, 12.918, 3.054], [18.563, 11.589, 3.901], [17.189, 9.837, 4.025], [15.451, 8.084, 3.674], [14.088, 12.769, 4.835], [9.837, 7.532, 3.885], [7.442, 7.467, 4.165], [6.139, 9.614, 4.256], [7.416, 11.755, 4.472], [10.952, 11.531, 7.440], [12.097, 10.899, 7.598], [13.241, 11.646, 7.778], [14.459, 10.996, 7.911], [14.550, 9.611, 7.686], [13.428, 8.909, 7.393], [12.148, 9.531, 7.405], [13.177, 12.729, 7.872], [15.296, 11.519, 8.333], [15.521, 9.082, 7.752], [13.539, 7.851, 7.168], [11.126, 9.091, 7.462], [12.772, 15.964, 7.236], [11.607, 17.104, 6.255], [11.878, 18.464, 6.422], [10.974, 19.420, 5.999], [9.724, 18.959, 5.523], [9.521, 17.612, 5.266], [10.510, 16.692, 5.562], [10.327, 14.714, 4.595], [12.871, 18.726, 6.692], [11.153, 20.494, 6.155], [8.918, 19.604, 5.297], [8.665, 17.252, 4.701]], "forces_ev_per_a": [[-0.9, -0.9, -0.6], [-2.3, 1.4, 1.5], [0.8, 0.0, 0.8], [1.2, 0.1, 1.1], [-0.6, -0.2, 0.5], [-0.5, -1.3, -0.7], [0.8, 1.2, 1.3], [-1.1, -1.2, -1.1], [1.8, -0.3, -0.3], [0.0, 0.6, 0.3], [0.5, -0.4, 0.8], [1.4, 0.3, -0.3], [-3.1, -0.4, 0.4], [0.7, 0.2, -0.2], [0.6, -1.3, -1.1], [-0.8, 0.4, 0.7], [1.6, 0.1, -0.5], [-1.1, 0.9, 0.3], [0.1, -1.2, -0.4], [0.1, 2.8, 0.9], [-0.2, -0.3, -0.1], [0.2, -0.3, -0.2], [1.4, -0.2, -1.6], [-1.1, -0.7, -0.2], [0.6, 0.2, -0.7], [-0.1, 0.3, -0.3], [-0.1, -0.3, -0.1], [0.3, -0.3, -0.2], [-0.3, 0.9, -0.5], [-0.1, 0.0, 0.0], [0.1, 1.0, 0.3], [0.2, -0.3, 0.2], [0.4, -0.5, 0.0], [-0.5, -0.4, -0.2], [0.3, -0.1, 0.0], [-0.6, 0.3, 0.3], [-0.6, 0.5, 0.3], [2.0, -0.3, -0.9], [0.4, -1.3, 0.5], [-0.9, -0.2, 0.4], [1.3, 0.5, 0.2], [-2.0, -0.4, -0.2], [0.1, 0.5, 0.7], [-0.5, -0.4, 0.0], [0.2, 0.4, -0.4], [-0.7, 0.5, -0.1], [-0.5, 0.1, 0.1], [1.2, 0.1, -0.6], [0.0, -0.3, -0.5], [0.9, 0.3, 0.8], [-0.4, 0.0, -1.0], [-1.3, -0.3, 0.3], [1.0, -0.3, 0.3], [0.1, -0.1, -0.8], [-0.4, -1.2, -0.4], [0.0, 1.1, 0.6], [0.5, 0.3, 0.8], [0.0, -0.6, -0.2], [-0.5, 0.8, -0.2], [-0.1, 0.3, 0.3]]}

{"formula": "C28H25N4NiO2S3SbSe4", "method": "the ωB97M-V functional and the def2-TZVPD basis", "s_squared": 2.03, "multiplicity": 3, "lumo_ha": [0.12508, 0.12508], "homo_energy_ev": [-1.232, -1.211], "charge": -2, "species": ["Ni", "C", "C", "O", "C", "C", "C", "C", "C", "C", "O", "H", "H", "H", "H", "H", "H", "H", "C", "C", "C", "C", "N", "C", "S", "N", "C", "H", "H", "H", "H", "H", "H", "H", "H", "S", "C", "N", "C", "C", "C", "C", "C", "C", "H", "H", "H", "H", "H", "S", "C", "N", "C", "C", "C", "C", "C", "C", "H", "H", "H", "H", "H", "Se", "Sb", "Se", "Se", "Se"], "coordinates": [[-0.638, -0.702, 1.163], [3.180, 0.761, 1.512], [2.028, 1.308, 0.716], [1.299, 0.539, 0.114], [1.716, 2.783, 0.825], [2.715, 3.722, 1.074], [2.421, 5.054, 1.316], [1.096, 5.468, 1.345], [0.083, 4.566, 1.072], [0.388, 3.238, 0.767], [-0.568, 2.370, 0.418], [2.718, 0.157, 2.302], [3.825, 1.506, 1.972], [3.765, 0.055, 0.924], [3.749, 3.401, 1.065], [3.219, 5.757, 1.518], [0.848, 6.499, 1.567], [-0.957, 4.868, 1.078], [-4.586, 2.688, 0.149], [-4.007, 1.414, 0.705], [-4.674, 0.196, 0.569], [-4.060, -0.947, 1.058], [-2.857, -0.928, 1.634], [-2.305, 0.333, 1.815], [-0.924, 0.506, 2.952], [-2.870, 1.523, 1.367], [-4.789, -2.259, 1.072], [-5.484, 2.486, -0.435], [-3.854, 3.182, -0.489], [-4.836, 3.366, 0.967], [-5.631, 0.141, 0.067], [-1.428, 2.485, 0.881], [-5.513, -2.317, 0.257], [-5.336, -2.330, 2.015], [-4.099, -3.098, 1.028], [-2.599, 1.766, -2.949], [-1.794, 0.717, -1.799], [-2.337, -0.423, -1.605], [-3.483, -0.568, -2.376], [-4.291, -1.704, -2.416], [-5.440, -1.675, -3.178], [-5.789, -0.536, -3.919], [-4.972, 0.576, -3.931], [-3.811, 0.548, -3.156], [-0.876, 1.055, -1.329], [-4.005, -2.579, -1.847], [-6.086, -2.544, -3.197], [-6.712, -0.525, -4.486], [-5.220, 1.447, -4.525], [-2.117, -4.726, -1.012], [-1.376, -3.536, 0.040], [-0.705, -2.616, -0.538], [-0.673, -2.817, -1.914], [0.064, -2.046, -2.812], [0.027, -2.374, -4.150], [-0.738, -3.459, -4.607], [-1.451, -4.244, -3.726], [-1.400, -3.921, -2.368], [-1.460, -3.612, 1.118], [0.655, -1.221, -2.435], [0.607, -1.792, -4.855], [-0.746, -3.700, -5.663], [-2.020, -5.098, -4.072], [2.297, -4.898, 4.573], [2.581, -3.623, 2.504], [0.842, -1.923, 2.110], [2.897, -5.330, 0.675], [4.947, -2.936, 2.306]], "forces_ev_per_a": [[-1.3, 0.3, -2.3], [0.1, 0.1, -0.1], [-0.2, -0.1, 0.2], [0.2, 0.5, -0.5], [0.0, -0.2, -0.1], [0.0, 0.0, 0.0], [0.1, 0.1, 0.1], [-0.1, -0.1, 0.0], [0.1, 0.0, 0.0], [-0.1, -0.2, 0.1], [0.2, 0.3, -0.4], [0.0, -0.1, 0.0], [0.0, 0.0, -0.1], [0.0, 0.0, 0.0], [0.0, 0.0, 0.1], [0.0, 0.0, 0.0], [0.0, 0.0, 0.0], [0.0, 0.0, 0.0], [-0.1, -0.1, 0.0], [-0.1, 0.0, 0.1], [-0.1, 0.2, -0.1], [0.2, -0.2, 0.1], [-0.1, 1.2, 0.2], [0.6, 0.8, 1.5], [-1.6, 0.5, -0.1], [0.0, -1.0, -0.5], [0.0, 0.0, -0.1], [0.0, 0.0, 0.0], [0.0, 0.0, 0.0], [0.0, 0.0, 0.0], [0.0, 0.0, 0.1], [-0.2, -0.1, 0.2], [0.0, 0.0, 0.0], [0.0, 0.0, 0.0], [0.0, 0.0, 0.0], [0.0, 0.0, 0.1], [0.1, 0.1, -0.2], [-0.2, -0.1, -0.1], [0.2, 0.2, 0.0], [0.0, 0.0, 0.0], [0.0, 0.0, 0.0], [0.0, 0.0, 0.0], [0.2, 0.0, 0.1], [-0.1, 0.1, -0.1], [-0.1, -0.1, 0.1], [0.0, 0.0, 0.0], [0.0, 0.0, 0.0], [0.0, 0.0, 0.0], [0.0, 0.0, 0.0], [0.1, 0.0, 0.1], [0.0, -0.2, 0.0], [-0.1, 0.1, -0.4], [0.1, 0.0, 0.2], [0.0, 0.0, 0.0], [0.0, 0.0, 0.0], [0.1, 0.0, 0.0], [0.0, 0.0, 0.1], [0.0, 0.0, -0.1], [-0.1, 0.1, 0.0], [0.0, 0.0, 0.0], [0.0, 0.0, 0.0], [0.0, 0.0, 0.0], [0.0, 0.0, 0.0], [-0.2, 0.2, -0.1], [0.2, -0.6, 0.3], [2.6, -2.1, 2.4], [0.1, 0.2, -0.1], [-0.2, 0.1, -0.3]]}

{"formula": "C28H26AsN5O2S5SrTe", "method": "the ωB97M-V functional and the def2-TZVPD basis", "relative_energy_kcal_mol": 0.0, "lumo_ha": 0.11959, "homo_energy_ev": -2.011, "charge": -2, "species": ["Sr", "C", "O", "C", "C", "C", "C", "C", "C", "N", "N", "C", "C", "C", "C", "O", "C", "N", "C", "C", "C", "C", "H", "H", "H", "H", "H", "H", "H", "H", "H", "H", "H", "H", "S", "As", "S", "S", "S", "C", "N", "C", "C", "N", "C", "S", "H", "H", "H", "H", "H", "H", "C", "Te", "C", "C", "C", "C", "C", "C", "C", "H", "H", "H", "H", "H", "H", "H", "H"], "coordinates": [[-0.713, -2.170, 2.251], [6.692, 0.059, -5.181], [5.417, 0.573, -4.874], [5.288, 1.251, -3.689], [3.981, 1.538, -3.290], [3.747, 2.208, -2.111], [4.813, 2.609, -1.306], [6.105, 2.366, -1.727], [6.356, 1.669, -2.909], [4.605, 3.427, -0.131], [3.825, 3.060, 0.767], [3.247, 1.774, 0.835], [3.852, 0.594, 0.448], [3.261, -0.647, 0.645], [1.989, -0.784, 1.226], [1.398, -1.901, 1.390], [1.347, 0.459, 1.656], [0.109, 0.338, 2.207], [-0.512, 1.405, 2.639], [0.061, 2.690, 2.556], [1.289, 2.839, 1.984], [1.982, 1.702, 1.498], [6.564, -0.577, -6.054], [7.089, -0.535, -4.353], [7.401, 0.859, -5.420], [3.162, 1.214, -3.917], [2.731, 2.405, -1.792], [6.929, 2.709, -1.114], [7.376, 1.478, -3.205], [4.840, 0.620, 0.004], [3.789, -1.547, 0.359], [-1.502, 1.237, 3.051], [-0.486, 3.542, 2.938], [1.753, 3.812, 1.889], [-5.618, -3.306, 3.157], [-3.565, -2.900, 2.835], [-2.779, -1.197, 3.999], [-3.141, -2.328, 0.715], [-2.147, -4.555, 3.156], [2.712, -4.268, -0.912], [1.286, -4.460, -0.811], [0.319, -3.676, -1.425], [-0.877, -4.074, -0.948], [-0.625, -5.079, -0.039], [0.706, -5.323, 0.059], [1.484, -6.464, 1.029], [2.932, -3.778, -1.860], [3.202, -5.238, -0.863], [3.061, -3.650, -0.085], [0.575, -2.912, -2.134], [-1.876, -3.732, -1.142], [-1.297, -5.435, 0.634], [-4.867, 2.591, -0.084], [-3.873, 0.653, -0.034], [-5.299, 0.234, 1.487], [-6.404, 1.237, 1.344], [-7.633, 1.031, 1.967], [-8.663, 1.946, 1.826], [-8.474, 3.085, 1.053], [-7.252, 3.297, 0.434], [-6.209, 2.386, 0.573], [-4.979, 2.952, -1.106], [-4.270, 3.317, 0.470], [-4.801, 0.281, 2.455], [-5.646, -0.792, 1.362], [-7.771, 0.131, 2.555], [-9.615, 1.767, 2.310], [-9.278, 3.801, 0.929], [-7.102, 4.183, -0.174]], "forces_ev_per_a": [[-0.5, -0.3, 0.2], [0.0, 0.0, 0.0], [-0.1, 0.0, 0.1], [0.0, 0.0, 0.0], [0.1, 0.0, 0.0], [-0.1, 0.0, -0.1], [0.1, 0.3, 0.2], [0.0, 0.0, 0.0], [-0.1, 0.0, 0.0], [0.0, -0.2, -0.4], [0.0, -0.1, 0.2], [-0.1, 0.3, 0.1], [0.2, -0.2, 0.0], [0.1, 0.1, 0.0], [-0.1, 0.1, 0.0], [1.1, 0.2, -0.4], [-0.1, -0.1, 0.0], [0.4, 0.0, 0.0], [-0.1, 0.1, 0.0], [-0.1, 0.0, 0.0], [0.1, 0.0, -0.1], [0.0, 0.1, 0.0], [0.0, 0.0, 0.0], [0.0, 0.0, 0.0], [0.0, 0.0, 0.0], [0.0, 0.0, 0.0], [0.0, 0.0, 0.0], [0.0, 0.0, 0.0], [0.0, 0.0, 0.0], [-0.1, 0.0, 0.1], [0.0, 0.0, 0.0], [0.0, 0.0, 0.0], [0.0, 0.0, 0.0], [0.0, 0.0, 0.0], [0.2, 0.0, 0.0], [-0.6, -0.1, 0.0], [-0.2, -0.1, 0.1], [-0.2, 0.0, 0.1], [-0.2, 0.0, 0.0], [0.0, 0.0, 0.0], [0.1, 0.1, 0.0], [-0.1, -0.1, 0.0], [0.1, 0.0, -0.1], [0.0, -0.1, 0.1], [0.1, -0.2, 0.2], [0.0, 0.1, -0.1], [0.0, 0.0, 0.0], [0.0, 0.0, 0.0], [0.0, 0.0, 0.0], [0.0, 0.0, 0.0], [0.0, 0.1, 0.0], [0.0, 0.0, 0.1], [-0.1, 0.0, 0.0], [0.1, 0.1, 0.0], [0.0, -0.1, 0.0], [0.0, 0.0, 0.0], [0.0, 0.0, 0.0], [0.0, 0.0, 0.0], [0.0, 0.0, 0.0], [0.0, 0.0, 0.0], [0.0, 0.0, 0.0], [0.0, 0.0, 0.0], [0.0, 0.0, 0.0], [0.0, 0.0, 0.0], [0.0, 0.0, 0.0], [0.0, 0.0, 0.0], [0.0, 0.0, 0.0], [0.0, 0.0, 0.0], [0.0, 0.0, 0.0]]}